ORCA calculation (ωB97M-V/def2-TZVPD) on C22H36HfN10O8S4 as an isolated structure.

```
81
Properties=species:S:1:pos:R:3:forces:R:3
Hf 0.614 -0.131 -0.468 -0.8 0.1 0.4
O 1.242 -1.576 -1.979 0.0 -0.1 -0.1
S 1.808 -0.539 -2.942 0.0 -0.1 0.2
O 1.583 -0.804 -4.329 0.0 0.0 0.1
O 0.951 0.632 -2.425 0.2 0.1 -0.5
C 3.413 -0.288 -2.512 0.1 0.2 -0.1
C 4.301 0.034 -3.568 0.1 0.0 0.0
C 5.569 0.469 -3.348 -0.2 -0.1 -0.1
C 5.985 0.603 -1.992 0.1 0.0 0.0
C 5.176 0.351 -0.947 0.1 0.0 0.0
C 3.756 -0.045 -1.085 0.0 0.0 0.1
S 3.504 -1.518 0.063 -0.2 0.4 -0.1
O 3.606 -2.759 -0.673 0.1 -0.1 0.0
O 4.366 -1.366 1.212 0.0 0.0 0.1
O 2.048 -1.346 0.526 -0.1 -0.4 0.2
H 3.934 -0.095 -4.578 0.0 0.0 0.0
H 6.243 0.683 -4.163 0.0 0.0 0.0
H 7.002 0.915 -1.780 0.0 0.0 0.0
H 5.538 0.464 0.063 0.0 0.0 0.0
C -1.706 -3.278 -2.349 0.1 0.0 0.0
O -1.824 -2.243 -3.334 -0.1 0.0 0.0
C -1.680 -0.997 -2.906 0.2 0.3 0.0
O -1.469 -0.671 -1.730 0.0 -0.2 -0.1
N -1.863 -0.103 -3.892 0.1 -0.1 0.3
N -1.633 1.269 -3.679 0.1 0.0 0.0
H -2.035 -4.187 -2.847 0.0 0.1 0.0
H -2.343 -3.054 -1.494 0.0 0.0 0.0
H -0.668 -3.365 -2.035 0.0 0.0 0.0
H -1.911 -0.417 -4.845 -0.1 0.0 0.0
H -0.619 1.391 -3.664 0.0 0.0 0.0
H -1.909 1.428 -2.714 -0.1 0.1 0.0
S 2.679 1.316 -0.144 0.0 -0.2 -0.1
C -4.323 2.347 1.504 0.0 0.0 -0.1
C -3.936 0.934 1.117 -0.1 0.1 0.0
N -2.616 0.922 0.523 -0.1 0.0 0.1
C -1.955 1.975 -0.002 0.0 0.0 0.0
N -0.735 1.806 -0.466 0.2 -0.2 0.0
C -0.118 2.965 -1.123 0.2 0.0 -0.1
C -0.490 4.254 -0.421 0.0 0.0 0.0
C -1.993 4.397 -0.496 0.0 0.0 0.0
N -2.623 3.167 -0.034 0.1 -0.1 0.0
C -4.032 3.240 0.313 0.0 0.0 0.0
H -3.732 2.682 2.358 0.0 0.0 0.0
H -5.377 2.394 1.777 0.0 0.0 0.0
H -4.672 0.529 0.410 0.0 0.0 0.0
H -3.921 0.273 1.986 0.0 0.0 0.0
H -2.166 0.021 0.542 0.1 -0.1 0.0
H -0.431 3.019 -2.172 0.0 0.1 0.0
H 0.962 2.810 -1.137 -0.2 0.1 0.0
H -0.001 5.104 -0.895 0.0 0.0 0.0
H -0.165 4.213 0.621 0.0 0.0 0.0
H -2.301 4.611 -1.528 0.0 0.0 0.0
H -2.361 5.213 0.131 0.1 0.0 0.0
H -4.658 2.951 -0.542 0.0 0.0 0.0
H -4.255 4.285 0.534 0.0 -0.1 0.0
C 2.276 -1.376 3.812 0.0 0.0 0.1
N 1.978 -0.009 3.380 0.1 0.1 0.1
C 3.074 0.964 3.430 0.0 0.0 0.0
C 1.003 0.168 2.552 0.0 -0.1 -0.1
N 0.085 0.290 1.846 -0.1 0.0 -0.2
H 2.608 -1.336 4.849 0.0 0.0 0.0
H 3.052 -1.802 3.177 0.0 0.0 0.0
H 1.366 -1.970 3.752 0.0 0.0 0.0
H 3.394 1.055 4.468 0.0 0.0 0.0
H 2.717 1.923 3.065 0.0 0.0 0.0
H 3.889 0.622 2.792 0.0 0.0 0.0
C -2.845 -2.061 4.038 0.0 0.1 0.1
C -3.213 -2.803 2.758 -0.1 -0.1 -0.1
C -2.044 -2.898 1.831 -0.1 0.2 0.0
N -1.657 -1.928 1.086 -0.1 -0.1 0.1
N -0.505 -2.186 0.394 0.2 0.2 0.1
C -0.047 -3.401 0.604 0.1 0.1 -0.3
N 0.972 -3.960 -0.056 0.1 0.0 0.0
S -1.011 -4.290 1.738 0.0 0.0 0.0
H -3.720 -1.927 4.670 0.0 0.0 0.0
H -2.431 -1.081 3.802 0.0 0.0 0.0
H -2.096 -2.608 4.609 0.0 0.0 0.0
H -4.012 -2.282 2.226 0.0 0.0 0.0
H -3.587 -3.804 2.984 0.0 0.0 0.0
H 1.644 -3.362 -0.544 0.0 0.0 0.0
H 1.352 -4.823 0.294 0.0 0.0 0.0
```
Positions in Å, forces in eV/Å.

Orbital gap = 5.7283 eV
HOMO level = -0.2078 hartree

***

ORCA calculation (ωB97M-V/def2-TZVPD) on C22H36HgN5O4Si as an isolated structure.

```
69
Properties=species:S:1:pos:R:3:forces:R:3
Hg 0.049 -0.091 0.200 0.1 1.0 0.2
O 3.544 -2.428 1.530 0.1 -0.3 0.0
C 2.861 -1.448 0.929 0.0 0.6 1.1
O 2.380 -0.525 1.557 0.3 -0.4 -0.2
C 2.781 -1.565 -0.538 0.2 -0.3 -0.9
C 3.735 -2.268 -1.247 -0.2 0.2 0.6
C 3.651 -2.267 -2.654 -0.4 0.2 -0.4
C 2.619 -1.593 -3.252 0.5 -0.2 0.0
C 1.661 -0.899 -2.478 -0.3 0.2 0.1
N 1.774 -0.886 -1.100 0.3 0.0 0.0
C 0.534 -0.197 -2.999 -0.1 0.1 0.0
O 0.356 -0.103 -4.350 -0.2 0.0 0.1
O -0.322 0.362 -2.291 0.1 -0.1 -0.2
H 3.517 -2.293 2.492 -0.1 0.2 -0.2
H 4.528 -2.777 -0.728 0.0 -0.1 0.1
H 4.387 -2.794 -3.242 0.0 0.0 -0.1
H 2.551 -1.596 -4.332 0.0 0.0 -0.1
H 1.054 -0.553 -4.836 0.1 0.0 0.1
C -2.849 1.382 -0.577 0.0 0.0 -0.1
N -2.035 1.481 0.630 -0.1 0.1 0.0
C -2.827 1.057 1.780 0.1 -0.1 0.0
C -1.564 2.847 0.840 0.3 0.1 -0.1
C -0.457 3.256 -0.128 -0.3 -0.1 0.2
N 0.748 2.442 0.014 0.0 0.0 -0.1
C 1.508 2.841 1.192 0.0 0.0 0.1
C 1.576 2.611 -1.174 0.1 0.0 -0.2
H -3.685 2.094 -0.561 -0.1 0.0 0.1
H -3.251 0.375 -0.649 0.0 -0.1 0.0
H -2.247 1.559 -1.460 0.1 0.0 -0.1
H -3.728 1.678 1.895 0.0 0.0 0.0
H -2.225 1.130 2.683 0.0 0.0 0.1
H -3.125 0.018 1.653 0.0 0.0 0.0
H -1.182 2.906 1.861 -0.1 0.1 0.0
H -2.396 3.567 0.743 0.1 -0.1 0.1
H -0.219 4.324 0.036 -0.1 -0.2 -0.1
H -0.814 3.141 -1.151 0.0 0.1 -0.1
H 1.819 3.896 1.121 0.0 -0.1 0.0
H 2.388 2.209 1.282 0.0 0.0 0.0
H 0.911 2.707 2.090 0.0 0.0 0.1
H 1.847 3.667 -1.326 0.0 0.0 0.1
H 1.030 2.258 -2.045 0.0 0.0 0.0
H 2.487 2.023 -1.080 0.0 0.0 0.0
C -1.314 -3.033 -1.991 0.0 0.1 0.0
C -1.475 -3.143 -0.507 -0.3 -0.3 0.0
C -2.085 -4.242 0.066 0.0 -0.1 -0.1
C -2.178 -4.307 1.459 0.1 0.1 -0.1
C -1.662 -3.298 2.221 0.0 -0.1 0.0
C -1.052 -2.189 1.592 -0.1 -0.2 0.0
N -0.996 -2.144 0.238 -0.4 -0.5 -0.1
N -0.521 -1.144 2.214 0.3 0.4 0.5
Si -0.245 -1.078 3.918 0.2 0.2 0.6
C 0.786 0.464 4.330 -0.4 -0.5 -0.2
C -1.857 -0.958 4.964 0.6 0.0 -0.5
C 0.738 -2.583 4.614 -0.4 0.5 -0.4
H -1.907 -3.787 -2.502 0.0 0.0 0.0
H -0.268 -3.171 -2.258 0.1 0.0 -0.1
H -1.612 -2.046 -2.334 0.0 0.1 -0.1
H -2.485 -5.030 -0.554 0.0 0.0 -0.1
H -2.658 -5.150 1.932 -0.1 -0.1 0.1
H -1.712 -3.317 3.294 -0.1 -0.1 0.3
H 0.242 1.383 4.143 -0.2 0.2 -0.1
H 1.703 0.499 3.759 0.3 -0.1 -0.2
H 1.042 0.448 5.384 0.0 0.0 0.3
H -2.143 0.077 5.136 0.0 0.2 0.0
H -1.713 -1.423 5.936 0.1 -0.1 0.2
H -2.694 -1.454 4.481 -0.1 -0.1 -0.1
H 1.310 -3.090 3.843 0.1 -0.1 -0.2
H 0.084 -3.324 5.064 -0.2 -0.1 0.1
H 1.430 -2.258 5.385 0.1 0.1 0.2
```
Positions in Å, forces in eV/Å.

Orbital gap (spin up / spin down) = 5.8959 / 7.6891 eV
2S+1 = 2
Expectation value of S² = 0.76
HOMO level (spin up / spin down) = -0.2053 / -0.2667 hartree

***

ORCA calculation (ωB97M-V/def2-TZVPD) on C22H36N2O4S3 as an isolated structure.

```
67
Properties=species:S:1:pos:R:3:forces:R:3
C 4.847 -2.805 3.896 0.0 0.1 -0.1
C 4.424 -1.819 2.785 0.3 -0.3 0.2
C 4.193 -2.458 1.403 0.0 0.5 -0.3
C 2.720 -2.522 1.026 -0.3 -0.5 0.7
C 1.876 -3.443 1.943 0.2 0.2 -0.5
C 0.501 -2.830 2.184 0.0 -0.3 -0.3
C -0.499 -3.750 2.895 0.1 0.2 0.2
C -1.554 -2.976 3.707 0.0 -0.1 -0.3
C -2.986 -3.071 3.247 0.1 -0.1 0.0
C -3.496 -3.962 2.357 -0.1 -0.1 -0.1
C -4.877 -3.955 1.976 0.2 -0.2 -0.1
C -5.769 -3.082 2.487 -0.5 0.3 0.1
C -5.309 -2.141 3.442 0.4 -0.1 0.0
N -6.015 -1.208 4.086 0.0 0.0 0.0
S -4.979 -0.440 5.040 -0.1 0.0 0.0
N -3.619 -1.213 4.709 0.0 0.0 0.0
C -3.924 -2.148 3.800 0.0 0.3 0.3
H 4.052 -2.989 4.619 0.0 -0.1 0.0
H 5.147 -3.762 3.467 0.0 -0.1 0.0
H 5.712 -2.430 4.444 -0.1 0.0 0.1
H 3.527 -1.280 3.097 0.0 0.0 -0.1
H 5.211 -1.069 2.699 0.0 0.0 -0.1
H 4.688 -1.827 0.660 0.0 -0.1 -0.1
H 4.680 -3.434 1.333 -0.1 -0.1 0.1
H 2.563 -2.849 -0.002 0.2 0.2 -0.1
H 2.313 -1.518 1.116 0.1 0.0 -0.1
H 2.398 -3.633 2.884 -0.1 0.0 0.1
H 1.757 -4.404 1.434 0.0 -0.1 0.2
H 0.617 -1.871 2.694 0.0 0.0 0.1
H 0.092 -2.595 1.193 0.0 0.2 0.1
H -0.962 -4.372 2.131 0.0 -0.1 0.1
H 0.028 -4.438 3.559 0.1 0.0 0.0
H -1.519 -3.280 4.755 0.0 0.0 0.0
H -1.301 -1.914 3.706 0.0 0.0 0.1
H -2.854 -4.710 1.917 0.0 0.0 -0.1
H -5.237 -4.670 1.248 0.2 -0.1 0.0
H -6.807 -3.090 2.186 0.0 0.0 0.0
C -1.040 1.821 -1.120 0.1 0.1 0.0
C 0.096 2.668 -1.715 -0.2 -0.1 0.1
C 1.329 2.465 -0.830 -0.1 0.2 -0.1
S 1.165 0.825 -0.113 -0.1 0.2 -0.3
O 1.010 0.946 1.317 0.1 -0.1 0.0
O 2.163 -0.049 -0.675 0.0 0.1 0.0
C -0.433 0.453 -0.831 -0.2 0.0 0.0
H -1.888 1.743 -1.800 0.0 0.0 0.0
H -1.396 2.272 -0.191 0.0 0.0 0.0
H 0.318 2.329 -2.726 0.0 0.0 0.0
H -0.169 3.722 -1.771 0.0 0.0 0.0
H 2.258 2.506 -1.392 0.0 0.0 0.1
H 1.361 3.178 -0.007 0.0 -0.1 0.1
H -1.006 -0.149 -0.128 0.1 0.0 0.0
H -0.253 -0.108 -1.748 0.0 0.0 0.0
C -1.385 5.313 -6.321 0.1 0.1 0.0
C -0.068 5.754 -6.975 0.0 0.0 0.0
C 0.924 6.060 -5.845 0.0 0.1 -0.3
S 0.438 5.018 -4.461 0.0 0.0 -0.3
O -0.002 5.861 -3.378 0.1 -0.1 0.1
O 1.438 4.002 -4.250 0.0 0.0 0.1
C -1.002 4.300 -5.247 -0.2 0.0 -0.1
H -2.074 4.881 -7.046 0.0 0.0 0.0
H -1.877 6.173 -5.860 0.0 0.0 0.0
H 0.319 4.946 -7.597 0.0 0.0 0.0
H -0.207 6.623 -7.616 0.0 0.0 0.0
H 1.951 5.822 -6.108 0.0 0.0 0.1
H 0.857 7.093 -5.509 0.0 0.0 0.1
H -1.772 4.139 -4.496 0.1 0.0 0.1
H -0.695 3.349 -5.683 0.0 0.0 0.0
```
Positions in Å, forces in eV/Å.

Orbital gap = 8.5162 eV
HOMO level = -0.3213 hartree

***

Asked for max |F| across the records above, the calculation gives 0.91; 1.25; 0.97 eV/A in order.
Asked for calculated total energy across the records above, the calculation gives -3650.35948; -1877.62357; -2464.89455 Ha in order.